60
Properties=species:S:1:pos:R:3:mulliken_charge:R:1 method="wB97M-V/def2-TZVPD" orbital_gap_ev=8.80 lumo_ev=0.7 smiles=CC(C)CCN1CCN(Cc2ccc(C#CC(C)(C)O)s2)C[C@@H]1CCO total_charge=0 de_lowest_kcal_mol=64.3 total_energy_ev=-40237.298
C -7.30981 -1.45852 2.09683 -1.66
H -8.09921 -1.84449 1.45580 0.41
H -6.91420 -2.28334 2.68611 0.35
H -7.74713 -0.73028 2.77665 0.42
C -6.20045 -0.82587 1.25704 0.86
C -5.66588 -1.83918 0.24960 -1.15
H -6.45312 -2.14648 -0.43582 0.47
H -5.29719 -2.72308 0.76648 0.26
H -4.84894 -1.40213 -0.31570 0.01
C -5.08523 -0.29979 2.16795 -1.01
H -5.53943 0.19495 3.03013 0.43
H -4.50187 -1.14202 2.54218 0.28
C -4.15845 0.72164 1.49906 -1.12
N -3.33907 0.14084 0.45202 0.67
C -2.15331 -0.52490 0.95296 -0.90
C -1.48568 -1.30501 -0.17236 -0.89
N -1.16907 -0.40535 -1.26337 0.53
C -2.38773 0.19105 -1.76498 -1.63
H -3.10771 -0.57680 -2.10105 0.32
C -3.03302 1.02925 -0.65647 0.15
C -2.12625 2.22531 -0.29863 -0.59
H -1.08285 1.91052 -0.34653 0.10
H -2.34532 2.55071 0.72267 0.66
C -2.33735 3.41020 -1.23961 -0.65
O -1.46626 4.48254 -0.96815 -0.53
H -1.55331 4.72301 -0.03889 0.33
H -3.38494 3.74744 -1.18318 0.29
H -2.12605 3.12566 -2.27231 0.24
H -3.99201 1.41209 -1.02935 0.58
H -2.14616 0.83346 -2.61390 0.38
C -0.36817 -1.04362 -2.28979 -0.97
C 1.01004 -1.29003 -1.77712 0.62
C 1.80198 -2.38821 -1.91947 -0.74
C 3.06010 -2.25190 -1.30079 -0.63
C 3.21737 -1.04298 -0.68072 0.22
C 4.33175 -0.58044 0.02343 0.01
C 5.27606 -0.14822 0.63354 -0.63
C 6.44108 0.34264 1.36002 1.48
C 6.03753 0.64234 2.81312 -1.45
H 5.70811 -0.27403 3.29771 0.36
H 5.22537 1.36400 2.83618 0.33
H 6.88672 1.04691 3.36267 0.40
C 6.95868 1.61686 0.67294 -1.45
H 6.17283 2.36615 0.62975 0.33
H 7.80586 2.02343 1.22423 0.40
H 7.27664 1.38267 -0.34050 0.37
O 7.42302 -0.68350 1.31604 -0.59
H 8.20654 -0.36959 1.78096 0.34
S 1.79425 -0.04917 -0.86036 -0.13
H 3.82272 -3.00978 -1.30510 0.50
H 1.49595 -3.27034 -2.45432 0.44
H -0.31907 -0.36060 -3.14617 0.40
H -0.80474 -1.99664 -2.64154 0.24
H -2.16360 -2.11110 -0.50768 0.25
H -0.56209 -1.75888 0.19395 0.48
H -1.42852 0.18745 1.38065 0.25
H -2.45170 -1.22010 1.73979 0.44
H -3.53742 1.19028 2.28256 0.37
H -4.77706 1.50472 1.05277 0.53
H -6.62448 0.02204 0.70734 0.17

***

61
Properties=species:S:1:pos:R:3:mulliken_charge:R:1 method="wB97M-V/def2-TZVPD" orbital_gap_ev=8.18 lumo_ev=-0.4 total_charge=0 de_lowest_kcal_mol=56.1 total_energy_ev=-42285.645
C -4.33485 -3.57958 -3.12407 -1.18
C -4.25417 -2.49884 -2.02848 -0.34
C -2.88866 -2.50532 -1.37926 -0.44
O -2.85668 -1.58294 -0.28485 -0.60
C -1.84501 -0.67259 -0.30101 0.16
C -0.62750 -0.92235 0.22025 0.01
C -0.42348 -2.25201 0.89787 -0.47
C -0.73456 -2.19131 2.41971 -0.94
C 0.46998 -2.38938 3.35051 -0.62
O 0.60956 -1.38114 4.34003 -0.58
C 0.41125 0.08486 0.20703 0.95
C 1.79220 -0.28709 0.68412 -0.44
C 2.56343 -1.24600 -0.25355 -1.04
C 2.24854 -1.05893 -1.74095 -0.45
C 1.21448 -2.02517 -2.33060 -0.18
O 1.74206 -2.73918 -3.45675 -0.60
C 0.18535 1.33759 -0.26925 -0.18
C 1.19910 2.45289 -0.27301 -1.61
C 1.58630 2.96912 1.13598 -1.05
C 1.48552 4.49704 1.28101 0.89
C 1.19193 4.90629 2.74284 -1.39
C 2.79512 5.14523 0.82177 -1.82
C -1.11042 1.60933 -0.80008 1.09
N -1.51799 2.77819 -1.31505 -0.63
S -3.03293 2.56767 -1.77529 0.06
N -3.27526 1.03055 -1.37232 -0.69
C -2.12565 0.61286 -0.83383 0.68
H -4.17876 -3.15579 -4.11456 0.31
H -3.55743 -4.33498 -2.98302 0.34
H -5.28839 -4.10132 -3.10819 0.34
H -4.45742 -1.52214 -2.46245 0.27
H -4.99272 -2.70605 -1.25514 0.34
H -2.10060 -2.24939 -2.09429 0.12
H -2.67595 -3.51030 -1.00003 0.40
H -1.10253 -2.97723 0.45461 0.15
H 0.58641 -2.62878 0.74748 0.28
H -1.21800 -1.23822 2.63987 0.46
H -1.47614 -2.95817 2.64171 0.36
H 0.39450 -3.33167 3.88899 0.39
H 1.38598 -2.44613 2.74958 0.32
H 0.44665 -0.53036 3.92059 0.36
H 2.39547 0.61324 0.77152 0.13
H 1.71831 -0.70891 1.68732 0.16
H 2.43564 -2.28796 0.04260 0.35
H 3.62407 -1.03170 -0.11163 0.61
H 3.16503 -1.22261 -2.31068 0.48
H 1.95415 -0.02462 -1.92967 0.22
H 0.95225 -2.78289 -1.58971 0.01
H 0.31130 -1.49270 -2.63241 0.23
H 1.33902 -2.39441 -4.25571 0.37
H 2.08141 2.14423 -0.83874 0.25
H 0.75328 3.28164 -0.81944 0.78
H 0.97483 2.45918 1.88115 0.39
H 2.62031 2.68172 1.34670 0.35
H 0.68360 4.85559 0.63455 0.36
H 2.03241 5.45194 3.17200 0.35
H 0.29748 5.52193 2.82248 0.29
H 1.03265 4.03420 3.37787 0.37
H 2.79315 6.21482 1.03643 0.46
H 3.63025 4.70883 1.37347 0.41
H 2.97213 5.00927 -0.24602 0.36

***

63
Properties=species:S:1:pos:R:3:mulliken_charge:R:1 method="wB97M-V/def2-TZVPD" orbital_gap_ev=8.30 lumo_ev=0.6 smiles="CCOC(=O)N1CCC(N(CCN(C)C)C(=S)Nc2ccccc2OCC)CC1" total_charge=0 de_lowest_kcal_mol=2.3 total_energy_ev=-45267.682
C 8.15716 0.08121 -0.97307 -1.12
C 6.93738 -0.77299 -1.28737 -0.30
H 6.97854 -1.70918 -0.72081 0.33
H 6.87040 -0.98681 -2.35654 0.32
O 5.72406 -0.09378 -0.97472 -0.38
C 5.35524 -0.12097 0.32925 0.82
O 5.94325 -0.74750 1.18126 -0.66
N 4.26828 0.64621 0.56905 0.14
C 3.46481 1.27454 -0.45426 -1.36
H 3.99907 1.23444 -1.40182 0.50
C 2.10913 0.57557 -0.56263 0.11
H 1.48865 1.10577 -1.28594 0.48
H 2.25478 -0.45094 -0.90489 0.07
C 1.41828 0.58585 0.80905 -0.59
N 0.05221 0.07617 0.71959 0.22
C -0.92441 0.93988 0.30171 0.70
S -0.62138 2.57102 0.19439 -0.49
N -2.11291 0.37888 -0.00872 0.46
C -3.36544 0.93417 -0.26770 0.10
C -3.60460 2.23435 -0.68541 -0.60
C -4.89651 2.66664 -0.93698 -0.94
C -5.96002 1.80179 -0.78681 -0.81
C -5.74156 0.49455 -0.37462 -0.58
C -4.45847 0.05161 -0.10918 1.07
O -4.12539 -1.21908 0.29787 -0.31
C -5.14558 -2.13195 0.64012 -0.49
C -5.77825 -1.82930 1.99544 -1.20
H -6.52185 -2.58580 2.23058 0.41
H -6.25559 -0.85271 1.98979 0.36
H -5.01421 -1.83174 2.76906 0.32
H -4.63921 -3.10118 0.67636 0.34
H -5.90921 -2.17680 -0.14602 0.36
H -6.58892 -0.16381 -0.26410 0.35
H -6.96881 2.13122 -0.98508 0.39
H -5.06187 3.68391 -1.25628 0.39
H -2.77853 2.91195 -0.81075 0.36
H -2.12473 -0.63998 -0.09623 -0.03
C -0.24674 -1.29221 1.08245 -1.19
H 0.45718 -1.60061 1.85533 0.56
H -1.24744 -1.33490 1.52321 0.64
C -0.17052 -2.31215 -0.07007 -0.86
N -1.26303 -2.12490 -1.01807 0.42
C -2.01045 -3.33569 -1.28614 -1.30
H -2.87645 -3.08343 -1.89645 0.27
H -2.36327 -3.75629 -0.34618 0.41
H -1.41835 -4.09619 -1.81670 0.32
C -0.83952 -1.48196 -2.24734 -1.18
H -1.71910 -1.24685 -2.84517 0.36
H -0.16951 -2.11787 -2.84503 0.38
H -0.32525 -0.55237 -2.01513 0.30
H -0.23481 -3.30865 0.37510 0.52
H 0.80397 -2.23586 -0.56662 0.41
H 1.32124 1.63460 1.11978 0.40
C 2.31572 -0.11513 1.82549 -0.93
H 2.51363 -1.14772 1.53053 0.39
C 3.65610 0.62494 1.87767 -1.38
H 4.34536 0.12486 2.55970 0.54
H 3.50086 1.65665 2.20983 0.42
H 1.86267 -0.10227 2.81773 0.41
H 3.30778 2.32261 -0.17633 0.35
H 8.20820 0.26722 0.09678 0.31
H 9.05799 -0.43988 -1.28449 0.38
H 8.09577 1.03278 -1.49594 0.29

***

71
Properties=species:S:1:pos:R:3:mulliken_charge:R:1 method="wB97M-V/def2-TZVPD" orbital_gap_ev=8.90 lumo_ev=-0.2 smiles="CCCOCP(N=C=O)B(O)O.CC#N.CC#N.CC#N.CC#N.CC#N.CC#N.CC#N.CC#N" total_charge=0 total_energy_ev=-53909.994
C 1.11270 3.74590 -2.99311 -1.39
C 0.78375 2.34774 -2.49149 -0.13
C -0.51113 1.89480 -3.10634 -0.80
O -1.00261 0.74610 -2.44628 -0.28
C -2.34849 0.40353 -2.69962 -0.28
P -3.12362 1.17888 -4.19461 -0.37
N -3.56876 -0.13070 -5.28613 -0.19
C -2.90588 -0.16152 -6.29451 0.64
O -2.29949 -0.30639 -7.26729 -0.44
B -4.76160 1.82647 -3.39876 0.69
O -4.81079 3.15566 -3.13841 -0.55
O -5.78836 1.04459 -3.01844 -0.46
H 1.37153 4.41778 -2.19769 0.30
H 0.29125 4.18152 -3.53075 0.49
H 1.94987 3.73341 -3.66168 0.30
H 0.69627 2.31788 -1.42484 0.13
H 1.58489 1.69398 -2.76398 0.42
H -0.32382 1.67142 -4.14076 0.30
H -1.19999 2.72184 -3.02399 0.49
H -2.40173 -0.66180 -2.83659 0.41
H -2.94398 0.63385 -1.83098 0.05
H -4.34217 3.66072 -3.80629 0.30
H -6.62199 1.51638 -3.06112 0.30
C -1.16384 -1.29070 0.60094 -0.24
C -2.55507 -0.89791 0.71450 0.38
N -3.66461 -0.64259 0.84188 -0.45
H -0.74486 -1.45646 1.58887 -0.08
H -1.08878 -2.21162 0.02840 0.27
H -0.59745 -0.51314 0.09269 0.10
C -5.73163 2.48591 0.35350 -0.57
C -4.53316 3.08602 0.90895 0.33
N -3.58691 3.55984 1.34741 -0.45
H -6.24180 3.20312 -0.28565 0.25
H -5.45954 1.60982 -0.23126 0.12
H -6.39840 2.18803 1.15886 0.33
C 0.78600 -1.60395 4.87602 -0.51
C 1.16043 -2.16382 3.59212 0.36
N 1.42698 -2.60191 2.56654 -0.44
H 1.06328 -2.28840 5.67361 0.31
H 1.29436 -0.65894 5.03208 -0.01
H -0.28968 -1.44150 4.90280 0.31
C -5.50088 -2.82658 -6.49057 -0.49
C -5.79113 -4.12340 -7.07330 0.17
N -6.02047 -5.14744 -7.53112 -0.35
H -4.54254 -2.46184 -6.84904 0.09
H -6.27882 -2.11797 -6.76390 0.29
H -5.46346 -2.91219 -5.40747 0.27
C 4.89506 -3.75513 1.95436 -0.76
C 6.15381 -3.29831 2.51114 0.38
N 7.14873 -2.93716 2.94905 -0.40
H 4.50139 -3.00810 1.27211 0.26
H 5.04549 -4.68438 1.41062 0.30
H 4.17416 -3.91928 2.75167 0.22
C 3.38095 2.76856 1.16693 -0.83
C 3.49156 2.31311 -0.20528 0.42
N 3.58374 1.95597 -1.28969 -0.39
H 2.42500 3.26769 1.31068 0.26
H 3.43952 1.92224 1.84259 0.28
H 4.18616 3.46599 1.38963 0.30
C 0.50946 2.90790 5.59585 -0.78
C 1.27986 1.82802 6.18529 0.40
N 1.88617 0.97769 6.65746 -0.42
H -0.50677 2.88740 5.98136 0.28
H 0.96703 3.86200 5.84484 0.29
H 0.48228 2.79675 4.51429 0.25
C 8.74974 -4.42248 5.29900 -0.68
C 9.52834 -5.48954 5.90199 0.28
N 10.14294 -6.33186 6.37575 -0.36
H 7.74252 -4.42452 5.70745 0.26
H 9.21503 -3.46257 5.50634 0.28
H 8.69552 -4.56012 4.22444 0.22

***

88
Properties=species:S:1:pos:R:3:mulliken_charge:R:1 method="wB97M-V/def2-TZVPD" orbital_gap_ev=7.19 lumo_ev=-0.5 smiles="C[C@H](Cl)CC1=CC(=O)C(P(N)O)=C(CCO)C1=O.O=S1(=O)OCCO1.O=S1(=O)OCCO1.O=S1(=O)OCCO1.O=S1(=O)OCCO1.O=S1(=O)OCCO1" total_charge=0 de_lowest_kcal_mol=0.0 total_energy_ev=-148955.556
C 5.80481 0.98982 -5.47832 -1.23
C 4.52466 0.90536 -6.35514 0.31
Cl 3.22617 2.02257 -5.77799 -0.18
C 4.02345 -0.56010 -6.50317 -1.43
C 3.26173 -1.09255 -5.28222 0.88
C 3.83530 -1.84953 -4.34890 -0.51
C 2.90265 -2.33804 -3.21230 0.33
O 3.09597 -3.43062 -2.76976 -0.57
C 1.79570 -1.38030 -2.76517 0.28
P 1.31827 -1.37748 -0.96144 0.45
N 0.84434 -3.03543 -0.68924 -0.72
O 2.71103 -1.04087 -0.05799 -0.40
C 1.23151 -0.59521 -3.69339 0.18
C 0.13085 0.45885 -3.42834 -1.05
C -1.17947 -0.08086 -2.78212 -0.38
O -1.27150 0.50343 -1.47047 -0.19
C 1.75437 -0.77676 -5.14095 -0.12
O 1.04062 -0.71299 -6.08513 -0.57
H 6.51755 0.16182 -5.66825 0.29
H 6.33043 1.93473 -5.74483 0.36
H 5.54351 1.06113 -4.40058 0.28
H 4.80118 1.24232 -7.37731 0.37
H 3.37216 -0.68651 -7.39576 0.34
H 4.89865 -1.22666 -6.66330 0.46
H 4.90212 -2.11926 -4.37819 0.41
H 1.64531 -3.66371 -0.80442 0.28
H 0.53778 -3.12851 0.27865 0.30
H 3.46303 -0.96297 -0.67176 0.27
H -0.15629 0.86632 -4.42573 0.35
H 0.59920 1.29187 -2.86890 0.44
H -1.24772 -1.18868 -2.72151 0.36
H -2.06262 0.29347 -3.33828 0.23
H -2.18652 0.40414 -1.13336 0.23
C -1.66673 2.72690 3.40757 -0.14
C -0.57281 3.31121 2.54095 -0.40
O -0.79881 2.74942 1.24387 -0.31
S -2.37769 2.52305 1.02782 1.14
O -2.89346 3.62329 0.29432 -0.61
O -2.58446 1.17161 0.63341 -0.63
O -2.82629 2.68632 2.56629 -0.25
H -1.43038 1.70619 3.71054 0.18
H -1.86040 3.33050 4.29285 0.27
H 0.42225 3.06027 2.90095 0.33
H -0.66639 4.39760 2.46084 0.31
C 7.00591 -0.60540 1.60081 -0.32
C 7.10396 -1.52250 2.80503 -0.40
O 5.77305 -1.99745 3.01189 -0.32
S 5.01827 -2.11553 1.58421 1.23
O 5.09984 -3.46288 1.14216 -0.58
O 3.79331 -1.41032 1.65291 -0.41
O 6.07148 -1.24062 0.72439 -0.31
H 6.60419 0.37216 1.87800 0.28
H 7.96457 -0.47434 1.10261 0.29
H 7.46924 -1.00819 3.69131 0.31
H 7.74347 -2.38407 2.59547 0.31
C -3.19429 -1.36005 -5.86652 -0.18
C -4.07092 -1.27183 -7.09912 -0.41
O -5.36212 -0.90545 -6.60378 -0.31
S -5.18645 0.02856 -5.30087 1.06
O -5.29969 1.38499 -5.70090 -0.54
O -5.95937 -0.52395 -4.24786 -0.55
O -3.62923 -0.28720 -5.02519 -0.18
H -3.35397 -2.29932 -5.33152 0.25
H -2.13631 -1.25380 -6.10246 0.23
H -4.12129 -2.21275 -7.64238 0.33
H -3.72977 -0.48144 -7.77242 0.31
C -5.89138 -0.51680 3.49599 -0.38
C -5.67194 0.76424 4.27503 -0.15
O -4.79861 0.39213 5.34789 -0.26
S -3.81766 -0.78361 4.84740 1.07
O -2.58558 -0.19898 4.46003 -0.48
O -3.89726 -1.85848 5.77247 -0.58
O -4.62553 -1.18305 3.51529 -0.29
H -6.62386 -1.16109 3.98847 0.29
H -6.20627 -0.32868 2.47167 0.33
H -6.59904 1.18126 4.66178 0.31
H -5.16125 1.51555 3.66734 0.11
C -3.20613 1.08365 9.61771 -0.31
C -2.20652 0.25424 8.83797 -0.33
O -1.83071 1.08199 7.73358 -0.25
S -1.87267 2.62582 8.18742 1.13
O -0.55736 3.03178 8.53319 -0.55
O -2.67270 3.34326 7.25930 -0.52
O -2.71060 2.42432 9.54883 -0.32
H -4.19243 1.06015 9.14816 0.26
H -3.29121 0.76243 10.65382 0.31
H -2.62794 -0.68569 8.48718 0.32
H -1.31034 0.05182 9.42994 0.27

***

64
Properties=species:S:1:pos:R:3:mulliken_charge:R:1 method="wB97M-V/def2-TZVPD" orbital_gap_ev="6.88 / 5.46" lumo_ev="-0.8 / -2.5" s_squared=0.802 total_charge=0 spin_multiplicity=2 de_lowest_kcal_mol=9.6 total_energy_ev=-209710.768
Ti 0.11756 -2.41091 -0.69394 -0.31
C -0.12627 -1.60623 3.98712 -1.44
C 0.01450 -1.82772 2.47910 -0.34
Ge 1.89121 -1.59132 1.81851 0.65
C 3.31638 -2.09953 3.10714 -0.63
C 3.36294 -1.31272 4.41712 -0.99
C 2.10615 0.30840 1.36791 -0.94
C 1.72860 0.94406 0.25243 0.68
Ge 1.06065 -0.11737 -1.33996 0.90
C -0.46375 0.70098 -2.38359 -0.30
C -0.30227 2.06732 -3.04789 -1.12
C 2.58845 -0.53010 -2.58409 -0.30
C 3.35582 0.63135 -3.21290 -1.19
C 1.85354 2.41456 0.13155 0.22
C 2.08022 3.00796 -1.11030 0.22
C 2.23327 4.37885 -1.23728 -1.06
C 2.14979 5.19171 -0.11782 -0.43
C 1.90624 4.62088 1.12405 -0.66
C 1.75356 3.25029 1.24771 -0.68
H -1.17735 -1.65656 4.27493 0.40
H 0.25548 -0.62557 4.27768 0.37
H 0.41591 -2.36668 4.55076 0.32
H -0.60120 -1.10334 1.95015 0.28
H -0.33655 -2.82890 2.21401 0.35
H 4.24626 -1.96151 2.55069 0.35
H 3.22126 -3.16907 3.30409 0.41
H 3.42012 -0.23776 4.23558 0.23
H 4.24407 -1.59826 4.99423 0.37
H 2.48462 -1.50093 5.03413 0.22
H 2.57581 0.88894 2.16315 0.32
H -1.31392 0.70353 -1.70441 0.12
H -0.66318 -0.06416 -3.13556 0.37
H -0.17992 2.85817 -2.30912 0.33
H -1.19432 2.29219 -3.63730 0.44
H 0.55405 2.08769 -3.72518 0.21
H 2.14684 -1.15391 -3.36591 0.30
H 3.26869 -1.16498 -2.01803 0.30
H 2.70394 1.27194 -3.81037 0.24
H 4.13247 0.24446 -3.87613 0.41
H 3.84303 1.24266 -2.45226 0.34
H 2.15279 2.37107 -1.98202 0.31
H 2.41022 4.81543 -2.21228 0.40
H 2.26388 6.26397 -0.21057 0.39
H 1.82362 5.24888 2.00219 0.39
H 1.53359 2.83160 2.22112 0.45
S 0.05399 -2.91045 -3.00658 -0.22
S -1.45839 -4.05275 -2.23322 -0.06
S -0.72037 -4.70941 -0.46361 -0.24
S 2.25842 -2.86346 0.04984 -0.45
C -5.49035 -2.73149 -0.52990 -0.93
Si -4.64601 -1.04891 -0.50213 -0.08
C -5.23863 -0.03885 0.97246 -0.98
C -4.96949 -0.10478 -2.09998 -0.95
C -2.82307 -1.31870 -0.36266 0.46
C -1.61411 -1.47750 -0.28990 -0.23
H -6.57632 -2.61854 -0.55677 0.31
H -5.23355 -3.31572 0.35549 0.31
H -5.18812 -3.30835 -1.40603 0.29
H -6.31305 0.14276 0.89627 0.30
H -4.73516 0.92846 1.01668 0.31
H -5.05033 -0.55765 1.91398 0.32
H -6.03462 0.10895 -2.21342 0.32
H -4.64551 -0.67837 -2.97036 0.30
H -4.43210 0.84546 -2.10863 0.31